Arrangement A

DFT (the ωB97M-V functional and the def2-TZVPD basis) results for a gas-phase ion, C6H10N5 (charge +1).

The HOMO energy (alpha / beta) comes out at -11.78 / -11.79 eV. As for the net charge: +1. The calculation puts the LUMO energy (alpha / beta) at -3.88 / -3.88 eV.

Positions of all 21 atoms, in Å:
N: 0.624 -1.370 0.729
N: -0.182 -0.341 0.437
C: -0.040 0.378 -0.624
C: -0.984 1.471 -0.847
C: -1.891 1.954 0.061
C: -2.238 1.253 1.392
C: -1.777 0.084 1.777
N: -1.484 -0.678 2.807
C: 1.102 0.235 -1.537
N: 1.893 -0.799 -1.446
N: 2.900 -0.902 -2.332
H: 0.584 -1.662 1.678
H: 1.488 -1.544 0.063
H: -0.984 1.885 -1.941
H: -2.547 2.834 -0.306
H: -3.194 1.441 1.873
H: -0.619 -0.441 3.217
H: -1.854 -1.606 2.989
H: 1.302 1.051 -2.127
H: 3.794 -1.458 -2.068
H: 2.889 -0.289 -3.201



Arrangement B

DFT (the ωB97M-V functional and the def2-TZVPD basis) results for a gas-phase ion, C6H10N5 (charge +1).

The HOMO energy (alpha / beta) comes out at -10.72 / -10.72 eV. As for the net charge: +1. The calculation puts the LUMO energy (alpha / beta) at -3.77 / -3.77 eV.

Positions of all 21 atoms, in Å:
C: -2.354 -0.940 0.221
C: -1.132 -1.521 0.001
C: -1.335 1.146 0.050
C: 1.345 -1.294 -0.097
C: -0.139 0.561 -0.140
C: 2.842 0.796 0.109
N: -2.550 0.410 0.142
N: 0.089 -0.809 -0.080
N: 2.535 -0.555 -0.071
N: 4.114 1.050 0.019
N: -3.743 0.998 -0.142
H: -3.095 -1.698 0.293
H: -0.977 -2.631 -0.016
H: -1.519 2.248 0.003
H: 1.369 -2.304 -0.137
H: 0.622 1.314 -0.178
H: 3.221 -1.287 -0.070
H: 4.742 0.344 -0.295
H: 4.379 2.002 0.322
H: -4.427 0.262 -0.046
H: -3.985 1.910 0.113



arrangement B is preferred energetically. Next in line: 43.9 kJ/mol higher.



Arrangement A

DFT (the ωB97M-V functional and the def2-TZVPD basis) results for a single C2H3I3Si molecule.

The HOMO energy comes out at -8.09 eV. The calculation puts the LUMO energy at -0.90 eV.

Positions of all 9 atoms, in Å:
I: -0.306 2.741 -0.961
C: -0.989 0.803 -0.079
C: 0.026 0.251 0.764
Si: 0.868 -1.246 0.254
I: 2.006 -3.043 1.310
I: 1.020 -1.631 -2.205
H: -1.883 1.129 0.429
H: -1.200 0.151 -1.006
H: 0.458 0.844 1.492



Arrangement B

DFT (the ωB97M-V functional and the def2-TZVPD basis) results for 2 unconnected molecules or ions with the total composition C2H3I3Si.

The HOMO energy (alpha / beta) comes out at -8.96 / -7.75 eV. The calculation puts the LUMO energy (alpha / beta) at -2.04 / -2.81 eV.

Positions of all 9 atoms, in Å:
C: -0.136 -0.122 -0.543
C: -1.020 -0.098 0.495
Si: -2.527 0.801 0.373
I: -3.966 1.380 2.362
I: -2.616 2.625 -1.342
I: -3.653 -2.398 -1.624
H: 0.676 -0.823 -0.524
H: -0.431 0.607 -1.369
H: -0.910 -0.716 1.391



arrangement A is preferred energetically. Next in line: 34.5 kJ/mol higher.



Arrangement A

DFT (the ωB97M-V functional and the def2-TZVPD basis) results for 2 unconnected molecules or ions with the total composition C5H11N2.

The HOMO energy comes out at -12.45 eV. As for the net charge: +1. The calculation puts the LUMO energy at -3.55 eV.

Positions of all 18 atoms, in Å:
C: 2.405 -1.262 -0.058
C: 1.682 -0.242 -0.513
C: -2.020 -0.897 0.155
C: 0.716 1.989 -0.181
C: 1.411 0.947 0.268
N: -2.485 -0.213 -0.854
N: -1.408 -0.367 1.175
H: 2.620 -2.128 -0.658
H: 2.819 -1.258 0.938
H: 1.292 -0.250 -1.521
H: 0.555 2.872 0.416
H: 0.334 2.016 -1.187
H: -2.148 -1.979 0.137
H: 1.819 0.959 1.270
H: -2.934 -0.666 -1.636
H: -2.401 0.798 -0.890
H: -1.055 -0.946 1.923
H: -1.201 0.627 1.215



Arrangement B

DFT (the ωB97M-V functional and the def2-TZVPD basis) results for 2 unconnected molecules or ions with the total composition C5H11N2.

The HOMO energy comes out at -13.20 eV. As for the net charge: +1. The calculation puts the LUMO energy at -3.91 eV.

Positions of all 18 atoms, in Å:
C: 3.186 0.439 -0.701
C: 2.420 0.959 0.246
C: -2.725 0.846 0.129
C: -2.038 -0.449 -0.199
C: -0.607 -0.363 -0.198
N: 2.666 -0.467 0.376
N: 0.195 -1.353 -0.057
H: 3.833 0.256 -1.403
H: 2.046 1.908 0.754
H: -2.625 1.151 1.218
H: -3.836 0.760 0.033
H: -2.416 1.727 -0.464
H: -2.099 -1.210 0.635
H: -2.418 -0.790 -1.119
H: -0.127 0.642 -0.375
H: 1.298 -1.129 0.095
H: -0.124 -2.317 0.060
H: 3.372 -0.609 0.971



arrangement A is preferred energetically. Next in line: 368.1 kJ/mol higher.



Arrangement A

DFT (the ωB97M-V functional and the def2-TZVPD basis) results for a gas-phase ion, C5H11N2 (charge +1).

The HOMO energy comes out at -13.06 eV. As for the net charge: +1. The calculation puts the LUMO energy at -4.01 eV.

Positions of all 18 atoms, in Å:
H: 2.288 2.374 0.646
N: 2.274 1.398 0.431
C: 1.249 0.821 0.008
C: 0.761 -0.492 -0.695
N: 1.192 -1.809 -0.221
C: -0.224 0.561 -0.087
C: -1.049 1.413 -0.974
C: -0.839 -0.038 1.176
H: 1.118 -0.448 -1.709
H: 2.097 -1.734 0.247
H: 1.297 -2.457 -1.130
H: 0.531 -2.416 0.212
H: -1.824 0.750 -1.328
H: -0.517 1.752 -1.864
H: -1.593 2.211 -0.414
H: -1.489 -0.864 0.833
H: -1.335 0.754 1.722
H: -0.099 -0.652 1.862



Arrangement B

DFT (the ωB97M-V functional and the def2-TZVPD basis) results for a gas-phase ion, C5H11N2 (charge +1).

The HOMO energy comes out at -14.53 eV. As for the net charge: +1. The calculation puts the LUMO energy at -4.43 eV.

Positions of all 18 atoms, in Å:
H: -2.661 -2.063 -0.005
N: -2.048 -1.252 -0.016
C: -0.816 -1.449 -0.001
C: 0.113 -0.050 -0.025
C: 0.944 -0.090 1.269
C: 1.029 -0.183 -1.250
C: -0.437 1.469 -0.068
N: -1.703 1.578 -0.022
H: -0.218 -2.346 0.040
H: 1.386 -1.075 1.393
H: 0.327 0.120 2.140
H: 1.761 0.627 1.233
H: 1.538 -1.141 -1.215
H: 1.790 0.593 -1.259
H: 0.450 -0.127 -2.169
H: 0.269 2.285 -0.117
H: -2.228 0.672 0.004
H: -2.213 2.458 -0.035



Arrangement C

DFT (the ωB97M-V functional and the def2-TZVPD basis) results for 2 unconnected molecules or ions with the total composition C5H11N2.

The HOMO energy (alpha / beta) comes out at -13.54 / -13.54 eV. As for the net charge: +1. The calculation puts the LUMO energy (alpha / beta) at -5.32 / -5.32 eV.

Positions of all 18 atoms, in Å:
C: -2.026 -2.049 0.262
C: -1.308 -1.890 -0.850
C: -0.348 -1.647 -1.841
C: 1.850 1.327 -0.199
C: -0.439 1.225 1.560
N: 0.684 0.404 -0.254
N: -0.277 0.358 0.484
H: -1.932 -1.437 1.130
H: -2.941 -2.438 0.060
H: 0.145 -2.627 -1.944
H: 0.337 -0.822 -1.366
H: -0.784 -1.135 -2.659
H: 2.176 1.477 -1.261
H: 2.653 1.044 0.559
H: 1.625 2.412 0.251
H: -1.473 0.916 2.085
H: -0.477 2.271 1.258
H: 0.471 1.209 2.204



arrangement B is preferred energetically. Next in line: 199.5 kJ/mol higher.



Arrangement A

DFT (the ωB97M-V functional and the def2-TZVPD basis) results for a gas-phase ion, C5H11N2 (charge +1).

The HOMO energy comes out at -14.51 eV. As for the net charge: +1. The calculation puts the LUMO energy at -3.01 eV.

Positions of all 18 atoms, in Å:
H: -0.591 3.737 -0.456
N: -0.550 2.721 -0.437
C: 0.449 2.197 0.089
C: 0.488 0.620 0.162
C: 0.314 0.208 1.616
N: -0.580 -0.129 -0.687
C: -0.787 -1.671 -0.700
C: -0.072 -2.442 -1.482
H: 1.321 2.650 0.553
H: 1.462 0.289 -0.211
H: 1.076 0.684 2.229
H: 0.419 -0.869 1.730
H: -0.658 0.520 1.989
H: -0.407 0.156 -1.659
H: -1.473 0.304 -0.417
H: -1.561 -1.982 -0.019
H: -0.246 -3.504 -1.497
H: 0.706 -2.081 -2.135



Arrangement B

DFT (the ωB97M-V functional and the def2-TZVPD basis) results for a gas-phase ion, C5H11N2 (charge +1).

The HOMO energy (alpha / beta) comes out at -13.78 / -13.81 eV. As for the net charge: +1. The calculation puts the LUMO energy (alpha / beta) at -5.30 / -4.45 eV.

Positions of all 18 atoms, in Å:
C: -0.818 1.362 0.325
C: 0.800 -0.320 0.297
C: -1.746 2.407 0.148
C: 1.989 -0.542 -0.661
C: -0.666 -2.236 0.006
N: -0.391 -0.936 -0.393
N: 0.399 1.050 0.438
H: 0.956 -0.708 1.263
H: -2.163 2.884 1.124
H: -2.572 1.769 -0.250
H: -1.375 3.180 -0.544
H: 2.718 0.202 -0.435
H: 1.675 -0.617 -1.640
H: 2.303 -1.444 -0.357
H: -0.158 -2.884 -0.641
H: -0.382 -2.367 1.051
H: -1.772 -2.512 -0.131
H: 1.204 1.710 0.403



arrangement A is preferred energetically. Next in line: 367.8 kJ/mol higher.